{"formula": "C5H12SSi", "method": "ωB97M-V with the def2-TZVPD basis set", "smiles": "C=CS[Si](C)(C)C", "total_energy_ev": -24091.6163, "relative_energy_kj_mol": 109.48, "spin_multiplicity": 1, "elements": ["C", "C", "S", "Si", "C", "C", "C", "H", "H", "H", "H", "H", "H", "H", "H", "H", "H", "H", "H"], "xyz": [[2.61707, 1.04505, -1.73675], [2.78037, 1.27458, -0.42539], [1.55034, 0.38863, 1.04066], [-0.44778, 0.27206, 0.06922], [-1.73662, 1.12915, 1.23042], [-0.82315, -1.56331, -0.03114], [-0.51917, 1.13204, -1.69341], [3.19561, 1.67938, -2.43673], [1.90180, 0.35720, -2.13578], [3.34520, 2.13542, -0.09024], [-1.33017, 1.33946, 2.20315], [-2.11798, 2.17152, 0.96506], [-2.71951, 0.69533, 1.40403], [-1.87616, -1.77330, 0.41144], [-0.90994, -1.88715, -1.05422], [-0.23652, -2.34917, 0.51674], [-1.34714, 1.80712, -1.76346], [0.38542, 1.65944, -1.89317], [-0.58730, 0.37523, -2.39951]]}

{"formula": "C5H12SSi", "method": "ωB97M-V with the def2-TZVPD basis set", "smiles": "C[Si](C)(C)[C@@H]1CS1", "total_energy_ev": -24092.7509, "relative_energy_kj_mol": 0.00, "spin_multiplicity": 1, "elements": ["C", "Si", "C", "C", "C", "C", "S", "H", "H", "H", "H", "H", "H", "H", "H", "H", "H", "H", "H"], "xyz": [[1.95474, 0.84381, 0.18485], [0.19359, 0.33141, 0.16602], [-0.81900, 1.86983, -0.19246], [-0.36493, -0.32264, 1.85302], [-0.17411, -0.85747, -1.29943], [-0.90316, -2.17274, -1.15698], [0.82446, -2.30525, -1.55942], [2.51143, -0.05853, 0.30638], [2.16173, 1.59975, 0.95771], [2.30035, 1.26961, -0.76541], [-1.88396, 1.64478, -0.03374], [-0.63520, 2.17376, -1.22842], [-0.60798, 2.68619, 0.49248], [-0.01092, 0.29513, 2.68553], [0.09077, -1.31498, 1.94012], [-1.48373, -0.40066, 1.94143], [-0.39331, -0.27406, -2.19459], [-1.15536, -2.55560, -0.17779], [-1.60541, -2.45235, -1.91930]]}